Entry i
Formula: C4H8IN2
Source: OMol25
Level of theory: the ωB97M-V functional and the def2-TZVPD basis

The geometry in ORCA input format:
```
! wB97M-V def2-TZVPD RIJCOSX def2/J DEFGRID3
* xyz 1 1
C -1.802 0.810 -0.766
C 0.039 -2.725 0.017
C 0.550 1.008 -0.936
C -0.548 0.210 1.115
N 0.335 -3.754 0.438
N -0.626 0.712 -0.225
I -3.526 -0.006 -0.028
H -1.903 1.198 -1.854
H 1.248 1.734 -0.355
H 0.306 1.671 -1.851
H 1.104 -0.005 -0.946
H -0.771 -0.809 1.222
H -1.295 0.538 1.939
H 0.563 0.439 1.546
H 0.744 -4.678 0.649
*
```

HOMO energy in eV: -14.3078

Atom charges from the Mulliken analysis, given in e for atoms 1 to 8: C -0.017; C -0.141; C -0.799; C -1.183; N -0.126; N 0.217; I 0.298; H 0.339

Entry ii
Formula: C4H8IN2
Source: OMol25
Level of theory: the ωB97M-V functional and the def2-TZVPD basis

The geometry in ORCA input format:
```
! wB97M-V def2-TZVPD RIJCOSX def2/J DEFGRID3
* xyz 1 1
C 0.455 2.119 -0.352
C -0.597 0.662 1.152
C 0.838 0.097 -0.960
C -0.751 -1.608 -0.199
N -0.213 1.910 0.643
N 0.184 -0.505 0.204
I 2.784 -0.436 -1.057
H 0.805 3.033 -0.829
H -0.040 0.479 2.044
H -1.738 0.492 1.260
H 0.226 -0.116 -1.814
H -1.589 -1.037 -0.820
H -0.227 -2.350 -0.749
H -1.147 -2.132 0.653
H 1.010 -0.609 0.823
*
```

HOMO energy in eV: -13.0748

Atom charges from the Mulliken analysis, given in e for atoms 1 to 8: C 0.090; C -0.316; C -0.740; C -0.938; N -0.249; N -0.179; I 0.268; H 0.385

Entry iii
Formula: C4H8IN2
Source: OMol25
Level of theory: the ωB97M-V functional and the def2-TZVPD basis

The geometry in ORCA input format:
```
! wB97M-V def2-TZVPD RIJCOSX def2/J DEFGRID3
* xyz 1 1
C 0.748 -1.508 0.326
N -0.088 -0.543 -0.277
C 0.736 0.691 -0.797
C -0.026 1.846 -0.177
N -0.932 1.531 0.647
C -1.127 0.187 0.647
I -3.164 -0.380 -0.096
H 1.081 -1.083 1.245
H 0.165 -2.364 0.645
H 1.677 -1.620 -0.027
H -0.665 -0.715 -1.114
H 0.576 0.835 -1.931
H 1.740 0.638 -0.587
H 0.404 2.767 -0.222
H -1.124 -0.284 1.718
*
```

HOMO energy in eV: -13.9006

Atom charges from the Mulliken analysis, given in e for atoms 1 to 8: C -1.157; N -0.013; C -0.548; C -0.131; N -0.315; C -0.473; I 0.197; H 0.470

Entry iv
Formula: C4H8IN2
Source: OMol25
Level of theory: the ωB97M-V functional and the def2-TZVPD basis

The geometry in ORCA input format:
```
! wB97M-V def2-TZVPD RIJCOSX def2/J DEFGRID3
* xyz 1 1
C -1.072 1.217 0.726
C -0.555 -0.117 0.177
I -2.413 -1.722 -0.012
C 0.059 0.090 -1.144
N 1.383 -0.424 -0.971
C 1.540 -0.903 0.251
N 0.481 -0.667 0.973
H -1.725 1.083 1.615
H -1.670 1.612 -0.067
H -0.173 1.737 0.960
H -0.496 -0.423 -1.952
H -0.020 1.104 -1.302
H 2.023 -0.365 -1.796
H 2.451 -1.332 0.672
H 0.186 -0.889 1.869
*
```

HOMO energy in eV: -13.2368

Atom charges from the Mulliken analysis, given in e for atoms 1 to 8: C -1.265; C -0.125; I 0.122; C -0.396; N -0.090; C -0.077; N 0.038; H 0.373

Energy above the most stable structure, in hartree: entry i 0.0903; entry ii 0.1097; entry iii 0.0602; entry iv 0.0000

Entry i
Formula: C20H23N3O2
Source: OMol25
Level of theory: the ωB97M-V functional and the def2-TZVPD basis

The geometry in ORCA input format:
```
! wB97M-V def2-TZVPD RIJCOSX def2/J DEFGRID3
* xyz 0 1
C -0.972 -4.104 -2.647
C -0.139 -3.709 -1.533
C -0.011 -4.575 -0.342
C 0.665 -4.003 0.770
C 1.405 -2.644 0.656
C 1.178 -1.872 -0.304
C 0.332 -2.236 -1.397
N 0.573 -1.545 -2.557
C 0.697 -0.159 -2.602
O 1.107 0.335 -3.665
N 0.160 0.419 -1.386
C -1.089 0.160 -0.803
C -2.151 1.240 -1.525
C -1.162 2.321 -2.046
C 0.254 1.991 -1.502
C 0.558 2.379 -0.185
C -0.418 2.063 0.800
O -1.348 2.732 1.196
C 0.300 2.055 2.279
C 1.776 2.281 2.467
C 2.116 2.371 3.847
C 1.499 2.011 4.814
N 0.035 1.584 4.806
C -0.360 1.531 3.493
C -0.897 0.528 0.628
H -0.214 -4.366 -3.597
H -1.551 -4.928 -2.529
H -1.633 -3.263 -3.165
H -0.457 -5.320 -0.180
H 0.637 -4.493 1.656
H 1.833 -2.351 1.737
H 1.569 -1.008 -0.123
H 0.484 -2.047 -3.505
H -1.398 -0.862 -0.714
H -2.929 1.482 -0.752
H -2.624 0.431 -2.153
H -1.883 3.243 -1.522
H -1.414 2.354 -3.032
H 0.897 2.436 -2.538
H 0.739 3.585 -0.247
H 1.455 2.121 -0.038
H -2.054 2.965 0.373
H 2.271 2.898 1.543
H 3.239 2.646 3.909
H 2.047 1.834 5.886
H -1.522 1.307 3.430
H 0.013 -0.243 1.087
H -1.612 0.425 1.211
*
```

HOMO energy in eV: -7.7070

Atom charges from the Mulliken analysis, given in e for atoms 1 to 8: C -1.538; C 0.722; C -1.496; C -0.536; C -0.245; C -0.879; C 0.456; N 0.017

Entry ii
Formula: C20H23N3O2
Source: OMol25
Level of theory: the ωB97M-V functional and the def2-TZVPD basis

The geometry in ORCA input format:
```
! wB97M-V def2-TZVPD RIJCOSX def2/J DEFGRID3
* xyz 0 1
C 0.230 0.989 3.303
C 0.045 2.454 2.906
C 0.936 2.835 1.756
C 2.042 3.642 1.977
C 2.891 4.010 0.949
C 2.624 3.581 -0.339
C 1.527 2.779 -0.586
C 0.689 2.379 0.453
N -0.422 1.559 0.216
C -0.774 0.905 -0.953
O -1.928 0.905 -1.333
N 0.226 0.261 -1.628
C -0.103 -0.363 -2.892
C -0.245 -1.885 -2.767
C 1.048 -2.466 -2.204
C 1.271 -1.814 -0.845
C 1.409 -0.283 -1.012
C 0.118 -2.098 0.078
C 0.315 -2.131 1.431
C -0.778 -2.350 2.289
C -2.016 -2.541 1.771
C -2.249 -2.543 0.355
O -3.318 -2.763 -0.189
N -1.116 -2.276 -0.440
C -1.411 -2.276 -1.865
H 1.266 0.803 3.578
H -0.034 0.329 2.481
H -0.402 0.746 4.155
H 0.282 3.089 3.762
H -1.004 2.629 2.650
H 2.239 3.991 2.981
H 3.747 4.637 1.150
H 3.262 3.879 -1.157
H 1.302 2.469 -1.595
H -1.244 1.804 0.755
H -1.036 0.077 -3.246
H 0.699 -0.132 -3.605
H -0.443 -2.286 -3.765
H 1.888 -2.252 -2.868
H 0.966 -3.549 -2.095
H 2.190 -2.186 -0.383
H 1.571 0.174 -0.037
H 2.276 -0.067 -1.649
H 1.306 -1.990 1.830
H -0.616 -2.365 3.357
H -2.879 -2.718 2.393
H -2.258 -1.597 -2.011
H -1.765 -3.283 -2.116
*
```

HOMO energy in eV: -8.0466

Atom charges from the Mulliken analysis, given in e for atoms 1 to 8: C -0.440; C -1.049; C 0.754; C -0.699; C -0.686; C -0.794; C -0.478; C 0.375

Energy above the most stable structure, in hartree: entry i 0.6080; entry ii 0.0000

Entry i
Formula: C8H8N4O4
Source: OMol25
Level of theory: the ωB97M-V functional and the def2-TZVPD basis

The geometry in ORCA input format:
```
! wB97M-V def2-TZVPD RIJCOSX def2/J DEFGRID3
* xyz 0 1
O -1.174 1.244 0.223
C -0.357 0.731 1.029
C 0.460 1.427 2.055
C 0.925 0.485 3.033
N 0.731 -0.850 3.177
C 0.284 -1.597 1.939
O 0.153 -2.805 1.918
N -0.153 -0.690 0.992
H 0.492 2.405 2.291
H 1.257 0.749 4.081
H 0.873 -1.266 4.099
H -0.723 -1.107 0.335
O 0.902 2.178 -3.007
C 0.286 1.167 -2.690
C -0.919 1.402 -1.874
C -1.411 0.219 -1.381
N -0.755 -0.963 -1.569
C 0.321 -1.169 -2.362
O 0.858 -2.225 -2.449
N 0.816 -0.024 -3.007
H -1.251 2.436 -1.567
H -2.214 0.183 -0.517
H -1.155 -1.771 -1.313
H 1.756 -0.160 -3.434
*
```

HOMO energy in eV: -7.8607

Atom charges from the Mulliken analysis, given in e for atoms 1 to 8: O -0.556; C 0.989; C -1.158; C -0.065; N -0.119; C 0.361; O -0.563; N 0.137

Entry ii
Formula: C8H8N4O4
Source: OMol25
Level of theory: the ωB97M-V functional and the def2-TZVPD basis

The geometry in ORCA input format:
```
! wB97M-V def2-TZVPD RIJCOSX def2/J DEFGRID3
* xyz 0 1
O -1.870 -1.446 -3.473
C -1.430 -0.501 -2.822
C -2.011 0.055 -1.607
C -1.450 1.105 -1.000
N -0.345 1.756 -1.534
C 0.379 1.243 -2.636
O 1.442 1.682 -3.040
N -0.265 0.180 -3.230
H -2.942 -0.375 -1.232
H -1.823 1.563 -0.079
H 0.147 2.435 -0.880
H 0.208 -0.208 -4.015
O 0.322 1.572 0.527
C 0.603 0.688 1.334
C 1.897 0.388 2.102
C 2.038 -0.829 2.758
N 0.993 -1.763 2.960
C -0.230 -1.649 2.215
O -0.963 -2.632 1.853
N -0.323 -0.507 1.484
H 2.891 0.905 2.313
H 2.955 -0.989 3.271
H 1.032 -2.590 3.648
H -1.254 -0.083 1.084
*
```

HOMO energy in eV: -9.0718

Atom charges from the Mulliken analysis, given in e for atoms 1 to 8: O -0.635; C 0.317; C -0.241; C -0.646; N -0.152; C 0.280; O -0.624; N -0.051

Energy above the most stable structure, in hartree: entry i 0.0891; entry ii 0.0000

Entry i
Formula: H2KO
Source: OMol25
Level of theory: the ωB97M-V functional and the def2-TZVPD basis

The geometry in ORCA input format:
```
! wB97M-V def2-TZVPD RIJCOSX def2/J DEFGRID3
* xyz 1 1
K 9.162 13.036 2.305
O 9.601 11.675 0.583
H 9.358 10.750 0.629
H 9.023 12.042 -0.087
*
```

HOMO energy in eV: -17.5132

Charges computed using Mulliken, reported in e: K 0.977; O -0.736; H 0.370; H 0.389

Entry ii
Formula: H2KO
Source: OMol25
Level of theory: the ωB97M-V functional and the def2-TZVPD basis

The geometry in ORCA input format:
```
! wB97M-V def2-TZVPD RIJCOSX def2/J DEFGRID3
* xyz 1 1
O 0.338 -0.215 -0.211
H 0.012 -0.998 -0.710
H 1.127 0.090 -0.714
K -1.477 1.122 1.635
*
```

HOMO energy in eV: -16.2608

Charges computed using Mulliken, reported in e: O -0.618; H 0.332; H 0.324; K 0.962

Energy above the most stable structure, in hartree: entry i 0.0173; entry ii 0.0000

Entry i
Formula: C3H14NO3
Source: OMol25
Level of theory: the ωB97M-V functional and the def2-TZVPD basis

The geometry in ORCA input format:
```
! wB97M-V def2-TZVPD RIJCOSX def2/J DEFGRID3
* xyz 1 1
C 0.567 -2.250 1.715
C 1.230 -0.985 1.281
C 0.580 0.060 0.812
N 1.308 1.267 0.416
H 1.296 -3.020 1.955
H -0.080 -2.111 2.582
H -0.068 -2.665 0.933
H 2.290 -0.913 1.475
H -0.492 0.097 0.695
H 2.222 1.045 0.014
H 0.819 1.784 -0.356
H 1.519 1.879 1.194
H 1.056 -1.280 -2.673
H -0.181 -0.383 -2.644
O 0.780 -0.356 -2.652
H -0.647 2.252 -2.139
H -1.507 1.522 -0.978
O -0.629 1.796 -1.295
H -3.413 0.798 0.670
H -3.603 0.477 -0.806
O -3.046 0.985 -0.200
*
```

HOMO energy in eV: -14.1234

Atom charges from the Mulliken analysis, given in e for atoms 1 to 8: C -1.202; C -0.205; C -0.042; N -0.207; H 0.349; H 0.316; H 0.305; H 0.329

Entry ii
Formula: C3H14NO3
Source: OMol25
Level of theory: the ωB97M-V functional and the def2-TZVPD basis

The geometry in ORCA input format:
```
! wB97M-V def2-TZVPD RIJCOSX def2/J DEFGRID3
* xyz 1 1
C 0.791 -0.916 -0.767
C 0.931 -0.453 0.733
C 2.383 -0.301 1.122
O 0.091 0.619 1.026
N -0.460 -0.292 -1.335
H 1.622 -0.547 -1.349
H 0.598 -1.979 -0.773
H 0.467 -1.314 1.217
H 2.565 -0.655 2.126
H 2.655 0.755 1.056
H 3.087 -0.823 0.480
H 0.308 1.445 0.565
H -1.138 -0.949 -1.727
H -0.376 0.563 -1.877
H -0.994 -0.021 -0.516
H -3.339 -1.247 -0.284
H -2.570 -2.586 -0.280
O -2.680 -1.759 -0.759
H -1.164 4.221 0.205
H -1.572 2.979 0.991
O -1.204 3.261 0.144
*
```

HOMO energy in eV: -15.0219

Atom charges from the Mulliken analysis, given in e for atoms 1 to 8: C -0.846; C 0.362; C -1.243; O -0.587; N -0.275; H 0.424; H 0.319; H 0.349

Energy above the most stable structure, in hartree: entry i 0.0025; entry ii 0.0000

Entry i
Formula: C3H6N5
Source: OMol25
Level of theory: the ωB97M-V functional and the def2-TZVPD basis

The geometry in ORCA input format:
```
! wB97M-V def2-TZVPD RIJCOSX def2/J DEFGRID3
* xyz 1 1
C -1.208 -0.373 -1.001
C 0.647 -0.855 0.059
C 0.506 0.705 0.081
N 1.944 -1.140 -0.268
N 2.633 -0.102 -0.438
N -0.731 0.817 -0.641
N 1.823 1.013 -0.426
N -0.446 -1.386 -0.592
H -2.099 -0.656 -1.506
H 0.125 -1.034 3.107
H 0.272 1.160 1.002
H -0.886 1.761 -0.905
H 2.295 1.742 -0.937
H -0.428 -2.395 -0.654
*
```

HOMO energy (alpha / beta) in eV: -14.3711 / -13.0182

Atom charges from the Mulliken analysis, given in e for atoms 1 to 8: C -0.135; C 0.079; C 0.024; N -0.242; N -0.298; N -0.137; N 0.087; N -0.013

Entry ii
Formula: C3H6N5
Source: OMol25
Level of theory: the ωB97M-V functional and the def2-TZVPD basis

The geometry in ORCA input format:
```
! wB97M-V def2-TZVPD RIJCOSX def2/J DEFGRID3
* xyz 1 1
C 0.932 0.058 -1.064
C -1.197 0.417 -0.284
C -0.277 -0.105 0.837
N -2.131 -0.725 -0.501
N -1.821 -1.673 0.225
N 0.971 -0.379 0.168
N -0.911 -1.389 1.112
N -0.252 0.606 -1.361
H 1.922 -0.023 -1.738
H -1.944 1.421 0.240
H -0.224 0.541 1.711
H 1.759 -0.601 0.626
H -0.527 -2.153 1.534
H -0.395 1.034 -2.284
*
```

HOMO energy in eV: -14.1202

Atom charges from the Mulliken analysis, given in e for atoms 1 to 8: C -0.019; C 0.038; C -0.027; N -0.320; N -0.244; N -0.083; N 0.110; N -0.136

Energy above the most stable structure, in hartree: entry i 0.1407; entry ii 0.0000